Entry from OMol25: C12H23N9Re as an isolated structure at a distorted geometry (wB97M-V/def2-TZVPD).

Results
Net charge = +4
Frontier orbital gap (alpha / beta) = 4.2 / 5.2 eV
Expectation value of S² = 0.8033
Spin multiplicity = 2

Each line ends with the Löwdin charge.
Atoms and positions in Å:
Re 0.066 -0.112 -0.049  1.720
N -1.756 -1.468 -0.467  -0.009
C -2.591 -0.884 -1.545  -0.159
C -2.653 0.621 -1.326  -0.135
N -1.290 1.201 -1.410  -0.231
C -1.240 2.562 -0.831  -0.130
C 0.202 2.962 -0.521  -0.154
N 0.799 1.960 0.406  -0.042
C -0.799 1.202 -2.826  -0.103
C 0.233 0.105 -3.088  -0.155
N 1.173 0.080 -1.947  -0.050
H -1.591 -2.453 -0.695  0.136
H -2.321 -1.479 0.393  0.139
H -3.601 -1.309 -1.528  0.167
H -2.158 -1.144 -2.512  0.124
H -3.074 0.818 -0.334  0.144
H -3.334 1.080 -2.053  0.172
H -1.829 2.579 0.089  0.143
H -1.689 3.301 -1.507  0.176
H 0.206 3.965 -0.076  0.167
H 0.807 3.025 -1.428  0.129
H 0.480 2.192 1.353  0.112
H 1.813 2.129 0.435  0.152
H -0.360 2.174 -3.056  0.145
H -1.636 1.077 -3.518  0.163
H 0.751 0.313 -4.034  0.168
H -0.221 -0.884 -3.178  0.122
H 1.718 0.952 -1.986  0.131
H 1.871 -0.659 -2.107  0.134
N 0.046 -0.580 4.324  0.135
C -0.331 0.172 3.288  -0.062
N -0.025 -0.465 2.152  -0.034
C 0.552 -1.639 2.598  -0.282
N 0.585 -1.697 3.904  0.205
C 1.030 -2.668 1.713  -0.172
C 1.420 -3.948 2.195  0.037
N 1.766 -4.823 1.315  0.168
C 1.811 -4.629 0.032  0.004
C 1.457 -3.349 -0.442  -0.050
N 1.070 -2.413 0.406  0.037
H -0.011 -0.393 5.329  0.225
H -0.825 1.124 3.384  0.159
H 1.422 -4.178 3.260  0.164
H 2.112 -5.440 -0.629  0.162
H 1.505 -3.133 -1.503  0.127